No. 1
The following is a DFT calculation (ωB97M-V with the def2-TZVPD basis set) of a 4-piece molecular cluster, H8O4 overall at a distorted geometry.

The value obtained for the frontier orbital gap (alpha / beta) is 3.14 / 11.28 eV. Its LUMO energy (alpha / beta) is 3.900 / 3.954 eV. As for the multiplicity: 2. The net charge is -1.

Each line ends with the Mulliken spin population.
Cartesian coordinates (Å):
O1 -0.2070 -0.5638 -0.8591  0.523
H1 -0.5553 -0.7939 0.0022  -0.180
H2 -0.6120 -1.1918 -1.4573  -0.080
O2 -0.6324 -1.1996 1.6665  1.152
H3 -0.2535 -0.8753 2.4834  -0.336
H4 -1.3209 -1.8038 1.9444  -0.349
O3 -0.7873 2.4523 -1.3966  0.266
H5 -1.0264 1.5479 -1.5993  -0.059
H6 -1.5030 2.7724 -0.8475  -0.093
O4 2.4780 -0.3960 0.2250  0.264
H7 2.8735 0.3766 -0.1785  -0.054
H8 1.5464 -0.3251 0.0169  -0.053

=====

No. 2
The following is a DFT calculation (ωB97M-V with the def2-TZVPD basis set) of a 4-piece molecular cluster, H8O4 overall at a distorted geometry.

The value obtained for the frontier orbital gap is 12.09 eV. The structure (SMILES) is O.O.O.O. Its LUMO energy is 0.588 eV.

Each line ends with the Mulliken charge.
Cartesian coordinates (Å):
O1 1.8243 -0.5780 -0.5393  -0.742
H1 1.3899 -0.3507 -1.3885  0.336
H2 1.5439 0.2054 -0.1143  0.413
O2 -0.5432 -1.6784 0.5817  -0.784
H3 0.3711 -1.5122 0.2110  0.410
H4 -0.5338 -1.3436 1.4788  0.340
O3 -1.3270 0.4335 -0.7297  -0.691
H5 -1.1977 -0.3767 -0.2800  0.418
H6 -2.3185 0.5738 -0.7958  0.310
O4 0.4986 1.3472 0.8032  -0.744
H7 -0.2901 1.0439 0.3448  0.416
H8 0.5825 2.2358 0.4283  0.319

=====

No. 3
The following is a DFT calculation (ωB97M-V with the def2-TZVPD basis set) of a 4-piece molecular cluster, H8O4 overall at a distorted geometry.

The value obtained for the frontier orbital gap is 11.53 eV. The structure (SMILES) is O.O.O.O. Its LUMO energy is 0.317 eV.

Each line ends with the Mulliken charge.
Cartesian coordinates (Å):
O1 0.9101 -1.8602 0.0631  -0.608
H1 0.3448 -2.6588 0.1405  0.310
H2 0.6567 -1.3017 0.7356  0.295
O2 -2.6337 2.0080 0.0692  -0.628
H3 -2.4812 2.8748 -0.2615  0.305
H4 -1.7335 1.6039 0.3726  0.319
O3 4.6608 0.7859 -0.2190  -0.628
H5 4.6947 1.5661 -0.7224  0.311
H6 3.9894 0.7704 0.4815  0.317
O4 -2.6181 -0.9517 -0.4273  -0.573
H7 -2.2647 -1.6947 0.1030  0.284
H8 -3.5254 -1.1422 -0.3354  0.296

=====

No. 4
The following is a DFT calculation (ωB97M-V with the def2-TZVPD basis set) of a 4-piece molecular cluster, H8O4 overall.

The value obtained for the frontier orbital gap is 10.93 eV. The structure (SMILES) is O.O.O.O. Its LUMO energy is 0.253 eV.

Each line ends with the Mulliken charge.
Cartesian coordinates (Å):
O1 0.5725 0.0301 -0.2008  -0.627
H1 0.8834 0.1050 0.7182  0.378
H2 1.2583 0.4518 -0.7272  0.279
O2 -1.7451 0.3979 -2.2119  -0.605
H3 -1.5606 0.9074 -1.4147  0.311
H4 -1.3392 0.8989 -2.9278  0.289
O3 -2.1576 -1.6850 -0.0765  -0.609
H5 -1.3153 -1.2643 0.1414  0.312
H6 -2.2197 -2.4368 0.5230  0.297
O4 2.2263 0.7146 2.2372  -0.695
H7 2.3621 1.6285 1.9566  0.333
H8 3.0348 0.2519 1.9825  0.336